No. 1
Molecular formula: C2H3NO2
Method: DFT, ωB97M-V/def2-TZVPD

The calculation puts the LUMO energy at 0.0273 Ha. The frontier orbital gap comes out at 12.06 eV. Its charge is 0.

The geometry in XYZ format:
```
8
Properties=species:S:1:pos:R:3:forces:R:3:mulliken_charge:R:1
O 0.66865 -1.45803 -0.05470 -0.28 1.01 -0.35 -0.473
O 1.31526 0.43416 -1.22368 -0.36 -0.43 0.96 -0.382
N -1.67086 1.43096 1.18694 -0.22 0.31 0.21 -0.339
C -2.03303 0.37504 0.94312 0.96 2.46 0.52 0.039
C 1.23628 -0.40506 -0.15866 1.59 0.10 -0.25 0.229
H 0.65724 0.17048 -1.85423 -0.67 -0.31 -0.97 0.314
H -2.14675 -0.57294 0.62926 -0.69 -2.82 -0.73 0.304
H 1.97321 0.02539 0.53196 -0.33 -0.32 0.61 0.308
```
Forces are in eV/Å.

No. 2
Molecular formula: C6H10O
Method: DFT, ωB97M-V/def2-TZVPD

The calculation puts the LUMO energy at 0.0373 Ha. The frontier orbital gap comes out at 8.59 eV. Its charge is 0.

The geometry in XYZ format:
```
17
Properties=species:S:1:pos:R:3:forces:R:3:mulliken_charge:R:1
O -2.55736 -0.58033 0.30734 0.27 -0.42 0.27 -0.504
C -1.06441 1.08025 -0.58078 0.21 0.36 -0.17 -0.661
C 0.03507 -0.82262 0.89431 -0.37 0.26 1.05 -0.712
C 2.00340 0.61444 -0.02960 -0.23 0.05 0.00 -1.457
C -0.37156 -0.15789 -0.90517 -0.33 0.22 -1.17 -0.216
C 0.97112 -0.48815 -0.28305 -0.59 0.09 0.22 0.137
C -1.29097 0.02964 0.45745 1.63 -1.33 -1.23 0.209
H -0.84437 -0.94135 -1.46978 -0.07 0.24 -0.74 0.349
H 1.46129 -1.33106 -0.79916 -0.41 0.17 0.51 0.348
H -1.91857 1.20399 -1.24177 -0.11 0.20 0.48 0.255
H 2.44075 1.01420 -0.95342 -0.18 -0.15 0.10 0.323
H -0.21704 -1.89148 0.84722 -0.09 0.42 0.26 0.302
H 0.39160 -0.52436 1.86918 0.23 -0.29 0.61 0.378
H 2.83346 0.24192 0.58858 -0.28 -0.02 -0.15 0.359
H -2.90413 -0.88882 1.15072 0.22 0.20 0.04 0.329
H -0.52013 1.99200 -0.36659 0.04 0.04 -0.04 0.219
H 1.55187 1.44963 0.51450 0.06 -0.04 -0.06 0.343
```
Forces are in eV/Å.

No. 3
Molecular formula: C5H8O2
Method: DFT, ωB97M-V/def2-TZVPD

The calculation puts the LUMO energy at 0.0250 Ha. The frontier orbital gap comes out at 10.20 eV. Its charge is 0.

The geometry in XYZ format:
```
15
Properties=species:S:1:pos:R:3:forces:R:3:mulliken_charge:R:1
O 2.11265 0.39152 0.19931 0.23 -0.02 -0.07 -0.514
O -0.17496 -2.32513 1.01486 -0.04 0.28 -0.12 -0.203
C -1.02899 -1.59741 0.37928 0.29 -0.31 0.22 -0.374
C 1.35984 -0.73800 -0.19032 -0.28 -0.35 -0.04 -0.482
C 0.22131 -0.90957 0.78939 0.14 -0.29 0.15 0.141
C -0.96115 1.55232 -0.01629 -0.34 0.00 -0.23 -0.518
C -1.90824 0.94032 -0.72285 0.24 0.25 0.15 -0.525
H 0.26466 -0.33026 1.70903 -0.04 -0.09 -0.19 0.461
H -1.74197 0.61769 -1.74854 -0.03 0.13 0.13 0.267
H 0.02437 1.76887 -0.42093 -0.19 0.04 0.00 0.274
H 2.89301 0.42794 -0.36659 -0.10 0.10 0.14 0.311
H 1.95697 -1.66245 -0.15447 -0.02 0.17 -0.08 0.354
H -1.11534 1.81114 1.02923 -0.04 0.06 -0.17 0.254
H -2.86668 0.66993 -0.28802 0.13 0.11 -0.06 0.258
H 0.96450 -0.61691 -1.21309 0.04 -0.06 0.18 0.297
```
Forces are in eV/Å.

No. 4
Molecular formula: C5H10O
Method: DFT, ωB97M-V/def2-TZVPD

The calculation puts the LUMO energy (alpha / beta) at -0.0313 / -0.0313 Ha. The frontier orbital gap (alpha / beta) comes out at 7.40 / 7.40 eV. Its charge is 0.

The geometry in XYZ format:
```
16
Properties=species:S:1:pos:R:3:forces:R:3:mulliken_charge:R:1
O 0.10170 1.86710 2.00233 0.02 -0.04 0.27 -0.693
C 0.26518 -0.81774 -0.38863 -0.02 -0.11 0.16 0.162
C -0.83990 -1.41264 -1.21984 -0.05 0.09 -0.05 -1.211
C 0.17465 1.61885 -0.16594 -0.02 -0.09 -0.20 -0.691
C 0.10282 -0.50866 1.02636 -0.11 -0.21 0.07 -0.854
C 0.63556 1.05831 1.15512 0.10 0.05 -0.25 0.337
H 0.35350 0.53460 -0.85156 0.05 0.23 -0.05 -0.016
H 0.70560 2.48915 -0.55908 -0.05 -0.14 -0.01 0.349
H 1.26927 -1.11386 -0.69929 -0.10 0.10 0.04 0.386
H -0.88689 -2.49166 -1.01914 0.03 0.15 0.01 0.339
H -0.66647 -1.28852 -2.29293 -0.01 0.00 0.15 0.358
H -0.90925 1.73745 -0.22272 0.11 -0.13 -0.01 0.288
H 0.74181 -1.10731 1.67677 -0.04 0.11 -0.05 0.316
H 1.74982 0.95952 1.17354 -0.16 -0.01 0.01 0.268
H -1.81700 -0.99260 -0.96383 0.16 -0.01 0.00 0.339
H -0.93552 -0.53675 1.36712 0.11 0.00 -0.07 0.323
```
Forces are in eV/Å.

No. 5
Molecular formula: C5H11N
Method: DFT, ωB97M-V/def2-TZVPD

The calculation puts the LUMO energy at 0.0418 Ha. The frontier orbital gap comes out at 9.62 eV. Its charge is 0.

The geometry in XYZ format:
```
17
Properties=species:S:1:pos:R:3:forces:R:3:mulliken_charge:R:1
N 1.36920 0.55062 -0.16478 -0.19 0.50 0.00 -0.270
C -1.87861 0.81183 -0.64777 -0.18 0.52 -0.10 -0.769
C 1.53940 0.71257 1.26647 0.53 -0.38 0.25 -0.836
C -1.66455 -0.31557 0.01601 -0.30 0.13 -0.03 -0.040
C -0.46472 -1.22087 0.03897 0.04 1.54 0.82 -0.351
C 0.74864 -0.64960 -0.69297 0.20 -0.54 -0.41 -0.924
H 0.89796 0.06730 1.87104 -0.19 0.16 -0.03 0.221
H -2.87402 1.23397 -0.69294 -0.09 0.09 0.49 0.249
H -2.47991 -0.58700 0.68275 -0.15 -0.55 -0.33 0.300
H 1.00408 1.39520 -0.57247 -0.17 -0.17 -0.02 0.339
H -1.16357 1.45460 -1.14080 0.38 -0.55 -0.46 0.189
H -0.76340 -2.20084 -0.31881 0.15 -0.19 -0.08 0.380
H 2.56216 0.46640 1.57557 0.02 -0.03 -0.08 0.257
H 1.51992 -1.42200 -0.78574 -0.07 -0.13 0.19 0.317
H -0.22806 -1.28210 1.10544 0.12 -0.65 -0.05 0.186
H 1.37505 1.74197 1.57780 -0.15 0.05 -0.11 0.316
H 0.44983 -0.45490 -1.72377 0.04 0.21 -0.07 0.437
```
Forces are in eV/Å.

No. 6
Molecular formula: C4H8O
Method: DFT, ωB97M-V/def2-TZVPD

The calculation puts the LUMO energy at 0.0314 Ha. The frontier orbital gap comes out at 9.32 eV. Its charge is 0.

The geometry in XYZ format:
```
13
Properties=species:S:1:pos:R:3:forces:R:3:mulliken_charge:R:1
O 0.70423 1.29337 0.06377 0.02 0.44 0.18 -0.178
C 0.63273 2.10725 1.06857 -0.03 -0.43 -0.08 -0.252
C 0.24634 -0.09670 0.15847 -0.10 -0.22 0.05 0.459
C -1.27028 -0.10782 0.17298 -0.05 -0.02 0.00 -1.165
C 0.83875 -0.82436 -1.03008 0.02 -0.03 -0.04 -1.359
H -1.62126 -1.14053 0.25567 -0.01 0.13 -0.02 0.358
H 0.21494 1.50419 1.93433 0.09 0.15 -0.11 0.132
H 0.51862 -0.34388 -1.95974 0.03 -0.07 0.12 0.342
H 1.93142 -0.82025 -0.99491 -0.14 0.03 0.01 0.331
H -1.66629 0.32740 -0.75075 0.08 -0.08 0.11 0.332
H -1.66900 0.45718 1.02272 0.11 -0.09 -0.13 0.326
H 0.64470 -0.49335 1.10016 -0.05 0.09 -0.10 0.287
H 0.49511 -1.86251 -1.04119 0.05 0.11 0.01 0.388
```
Forces are in eV/Å.

Record-wise relative energy (zero: lowest compared OMol25 entry of this formula, charge and spin) values, in eV: 1.1282; 2.9937; 5.1093; 4.6490; 1.4560; 3.0414
Record-wise DFT total energy values, in Eh: -283.21655; -309.73236; -345.61719; -271.58177; -251.80902; -232.33387